1.
A 2-piece molecular cluster, C5H7N overall, computed with the ωB97M-V functional and the def2-TZVPD basis.

Computed properties:
energy: -249.23525 Eh
molar mass: 81.12 g/mol
charge: 0

Atoms and positions in Å:
N -0.0975 -1.3255 0.0002
C -2.4480 0.7881 0.0938
C 2.0022 0.0302 -0.2131
C 0.4807 -0.1822 0.0356
C -0.0242 1.1279 0.1165
C -2.4784 -0.4202 -0.0313
H 2.4027 1.0453 -0.0957
H 2.2038 -0.2733 -1.2432
H 0.5521 -2.0772 -0.2152
H -2.4587 -1.4800 -0.1501
H 2.5426 -0.6300 0.4692
H -2.8373 1.7823 0.1447
H 0.1601 1.6146 1.0886

Forces on atoms 1 to 2 (eV/Å):
N 0.4 0.1 0.1
C 0.0 -0.4 0.0

---

2.
One molecule with the formula C5H7N at a distorted geometry, computed with the ωB97M-V functional and the def2-TZVPD basis.

Computed properties:
energy: -249.34478 Eh
molar mass: 81.12 g/mol
SMILES: [H]/N=C1/CC12CC2
charge: 0

Atoms and positions in Å:
N -2.1624 -0.5241 1.4102
C -1.4512 -0.0925 0.4642
C -0.0353 -0.0313 0.0669
C -1.1518 0.5429 -0.7961
C 1.1728 -0.7700 -0.3999
C 1.3113 0.5627 0.3046
H -1.3188 -0.8600 1.8743
H -1.3771 -0.0167 -1.6956
H 1.5484 1.4277 -0.3100
H 1.3204 -0.7814 -1.4772
H -1.2015 1.6242 -0.8304
H 1.7886 0.5735 1.2835
H 1.5565 -1.6550 0.1056

Forces on atoms 1 to 2 (eV/Å):
N 0.7 0.2 -0.5
C 1.1 -0.2 0.1

---

3.
C5H7N as an isolated structure, computed with the ωB97M-V functional and the def2-TZVPD basis.

Computed properties:
energy: -249.22482 Eh
molar mass: 81.12 g/mol
charge: 0

Atoms and positions in Å:
N -0.7071 1.2802 -1.7827
C -1.2513 0.8757 -0.7864
C 1.2479 0.6303 0.2448
C -0.3894 -1.0598 0.9757
C -1.2013 -0.3708 -0.1194
C 0.3190 -0.4800 -0.2041
H -1.7856 -1.0790 -0.6978
H -0.6687 -2.1092 1.0421
H 2.2304 0.1734 0.4164
H 1.3737 1.4095 -0.5103
H 0.9359 1.0963 1.1936
H -0.2544 -0.5899 1.9493
H 0.1508 0.2234 -1.7213

Forces on atoms 1 to 2 (eV/Å):
N -0.1 -0.4 0.6
C 0.4 0.1 -0.6

---

4.
C5H7N as an isolated structure at a distorted geometry, computed with the ωB97M-V functional and the def2-TZVPD basis.

Computed properties:
energy: -249.35914 Eh
molar mass: 81.12 g/mol
charge: 0

Atoms and positions in Å:
N -1.0624 -1.0677 2.6442
C -0.1625 -0.2068 -0.4598
C 0.6214 0.6036 -1.3844
C -1.0365 0.5114 0.5623
C 1.2292 -0.7123 -0.0076
C -1.0764 -0.3395 1.7477
H 0.6262 0.4011 -2.4618
H -2.0600 0.7030 0.2156
H 1.9800 -0.3063 0.6964
H 1.5645 -1.7647 -0.1840
H -0.6022 1.4859 0.8187
H -0.6936 -1.0020 -0.9867
H 0.6722 1.6943 -1.2004

Forces on atoms 1 to 2 (eV/Å):
N -0.1 0.6 -0.7
C 0.4 -0.7 0.7

---

5.
One molecule with the formula C5H7N at a distorted geometry, computed with the ωB97M-V functional and the def2-TZVPD basis.

Computed properties:
energy: -249.33950 Eh
molar mass: 81.12 g/mol
SMILES: C#C[C@@H]1N[C@@H]1C
charge: 0

Atoms and positions in Å:
N -0.3305 1.6438 0.0149
C 1.5737 -0.0074 -0.3211
C -1.0149 0.3911 -0.2105
C 0.3508 0.6241 -0.8019
C 2.5714 -0.5632 0.0874
C -1.1908 -0.6996 0.7816
H 3.4535 -1.0709 0.4242
H 0.0714 1.5649 0.9484
H -1.8532 0.5433 -0.9062
H -1.8952 -0.3850 1.5463
H -1.5756 -1.6017 0.2896
H 0.0151 0.4575 -1.7958
H -0.2191 -0.9457 1.2182

Forces on atoms 1 to 2 (eV/Å):
N 0.0 0.2 0.1
C 0.1 -0.6 0.1

---

6.
One molecule with the formula C5H7N, computed with the ωB97M-V functional and the def2-TZVPD basis.

Computed properties:
energy: -249.32287 Eh
molar mass: 81.12 g/mol
charge: 0

Atoms and positions in Å:
N 0.3970 -0.4025 0.3595
C 0.3881 0.8905 1.0653
C -1.7404 1.0093 -2.1243
C 0.1338 -0.4167 -0.9753
C 0.7510 -1.4703 1.0449
C -0.8588 0.3947 -1.5620
H -0.1376 1.6254 0.4590
H 1.4224 1.2082 1.2102
H -2.5560 1.4929 -2.6138
H 0.6377 -2.4379 0.5746
H 1.1930 -1.3595 2.0250
H -0.1014 0.7718 2.0318
H 0.4712 -1.3059 -1.4948

Forces on atoms 1 to 2 (eV/Å):
N 0.0 -0.1 0.0
C -0.1 0.0 0.0

---

7.
One molecule with the formula C5H7N at a distorted geometry, computed with the ωB97M-V functional and the def2-TZVPD basis.

Computed properties:
energy: -249.28283 Eh
molar mass: 81.12 g/mol
SMILES: C#C[C@@H]1N[C@@H]1C
charge: 0

Atoms and positions in Å:
N -0.7685 -1.2332 -0.7369
C -1.5293 1.9202 0.5686
C 0.7821 -0.6243 -0.6761
C 1.3645 -0.3948 0.7036
C -1.0000 1.1184 -0.1566
C -0.4268 0.1399 -1.0647
H 2.1170 0.4070 0.6861
H 1.8672 -1.2925 1.0680
H 0.5743 -1.6391 -1.1571
H -1.0296 -1.3622 0.2304
H -1.9927 2.6396 1.2067
H 0.6054 -0.0834 1.4383
H -0.5635 0.4044 -2.1104

Forces on atoms 1 to 2 (eV/Å):
N -0.8 0.2 0.6
C 0.2 -0.3 -0.3

---

8.
One molecule with the formula C5H7N, computed with the ωB97M-V functional and the def2-TZVPD basis.

Computed properties:
energy: -249.47088 Eh
molar mass: 81.12 g/mol
SMILES: Cc1cc[nH]c1
charge: 0

Atoms and positions in Å:
N -1.6477 -0.6485 -0.3835
C -0.4766 1.0197 0.4815
C -1.7468 0.5912 0.1881
C 0.4341 0.0026 0.0633
C -0.3275 -1.0123 -0.4634
C 1.9327 0.0479 0.1387
H -2.4206 -1.1802 -0.7486
H 2.3707 -0.9411 -0.0338
H 2.3493 0.7285 -0.6144
H -2.7093 1.0609 0.3399
H 2.2766 0.3970 1.1187
H -0.0307 -1.9668 -0.8769
H -0.2135 1.9626 0.9464

Forces on atoms 1 to 2 (eV/Å):
N -0.1 0.0 0.0
C 0.0 0.0 0.0

---

9.
One molecule with the formula C5H7N at a distorted geometry, computed with the ωB97M-V functional and the def2-TZVPD basis.

Computed properties:
energy: -249.42848 Eh
molar mass: 81.12 g/mol
SMILES: N#CCC1CC1
charge: 0

Atoms and positions in Å:
N 2.1001 -0.9496 1.7521
C -1.0171 -0.4668 0.5920
C -0.1647 0.5915 -0.0385
C 1.8533 -0.3948 0.7680
C -1.3740 0.0798 -0.7648
C 1.2830 0.2787 -0.4042
H -0.2843 1.5767 0.4039
H 1.3742 -0.3744 -1.2797
H -2.1978 0.7737 -0.9079
H 1.8427 1.1935 -0.6289
H -0.6201 -1.4801 0.5974
H -1.2389 -0.6149 -1.5890
H -1.5562 -0.2134 1.4995

Forces on atoms 1 to 2 (eV/Å):
N 0.1 0.5 -0.9
C -0.1 -0.1 0.1

---

10.
A 2-piece molecular cluster, C5H7N overall, computed with the ωB97M-V functional and the def2-TZVPD basis.

Computed properties:
energy: -249.34414 Eh
molar mass: 81.12 g/mol
SMILES: CC=C=N.C#C
charge: 0

Atoms and positions in Å:
N -0.9875 0.8736 0.7477
C -0.6941 -2.6153 -0.1231
C 1.9696 3.5822 -1.2644
C -0.1933 -1.5395 0.8064
C -0.6406 -0.3089 0.8102
C 1.1206 2.9011 -0.7507
H 0.5787 -1.7822 1.5323
H 2.7228 4.1877 -1.7189
H -1.2044 -3.4099 0.4333
H 0.1394 -3.0733 -0.6661
H 0.3649 2.2865 -0.2924
H -1.7814 1.1096 1.3443
H -1.3947 -2.2114 -0.8588

Forces on atoms 1 to 2 (eV/Å):
N 0.1 -0.6 0.1
C 0.0 -0.1 -0.1

---

11.
One molecule with the formula C5H7N at a distorted geometry, computed with the ωB97M-V functional and the def2-TZVPD basis.

Computed properties:
energy: -249.39097 Eh
molar mass: 81.12 g/mol
SMILES: C1=C[C@@H]2N[C@@H]2C1
charge: 0

Atoms and positions in Å:
N -1.1994 -1.1390 0.6097
C -0.6214 1.1607 -0.3641
C 0.0806 -1.0720 -0.2362
C 1.1550 -0.2001 0.3913
C 0.6807 1.1669 -0.0570
C -1.0994 -0.2408 -0.5150
H 1.3459 2.0139 -0.1260
H 0.4354 -1.7990 -0.9773
H -0.9971 -0.6460 1.4820
H -1.7684 -0.5113 -1.3263
H -1.2635 2.0158 -0.5339
H 1.0618 -0.2965 1.4873
H 2.1979 -0.4523 0.1673

Forces on atoms 1 to 2 (eV/Å):
N 1.0 -0.9 -0.2
C 0.3 0.3 -0.1

---

12.
One molecule with the formula C5H7N at a distorted geometry, computed with the ωB97M-V functional and the def2-TZVPD basis.

Computed properties:
energy: -249.17820 Eh
molar mass: 81.12 g/mol
charge: 0
multiplicity: 3

Atoms and positions in Å:
N -0.2012 -0.7503 0.5457
C -1.4609 -0.4642 0.0042
C 1.0781 -0.0708 0.1879
C 0.8154 -1.4682 -0.1855
C -1.7803 0.8017 0.1527
C 1.6154 1.1374 0.1083
H 0.9154 -1.7384 -1.2858
H 1.3824 -2.2269 0.2979
H 1.0883 1.9705 0.4281
H -1.2173 1.4855 0.7704
H -2.6694 1.2734 -0.2745
H -2.1185 -1.0983 -0.5344
H 2.5525 1.1487 -0.2151

Forces on atoms 1 to 2 (eV/Å):
N 0.0 0.1 -2.0
C 2.9 -7.2 0.0